(i)
C7H10N4 | ωB97M-V with the def2-TZVPD basis set

Computed properties:
Spin multiplicity = 1
LUMO energy = 0.8 eV
SMILES string = [H]/N=C(\N)Nc1ccccc1N
HOMO = -8.1 eV

Each line ends with the Löwdin charge.
Element x y z (Å)
C: 2.35750 -0.46713 0.08013  -0.52
C: -0.29509 -0.47241 -0.10884  -0.16
C: -1.15709 -1.57683 0.15812  -0.05
C: -2.50097 -1.45798 0.30818  -0.10
C: -3.03264 -0.17830 -0.00716  -0.08
C: -2.14651 0.89993 -0.11183  -0.05
C: -0.76194 0.82872 -0.17666  -0.26
H: 3.38269 1.16816 0.84858  0.10
H: 1.69282 1.45040 0.55550  0.05
H: 4.25786 -0.83916 -0.25163  0.00
H: 1.21342 -1.71682 -0.82377  0.13
H: -0.79174 -2.61498 0.22290  0.12
H: -3.23468 -2.30045 0.60027  0.13
H: -4.06264 0.04675 -0.08382  0.08
H: -2.57207 1.86631 -0.12217  0.09
H: 0.81043 1.78789 -0.90911  0.09
H: -0.16567 2.89179 0.04990  0.11
N: 2.45063 0.75592 0.75193  0.10
N: 3.35455 -1.28198 -0.28299  0.06
N: 1.10446 -0.74861 -0.47221  0.08
N: 0.09669 1.95877 -0.22533  0.07

(ii)
C7H10N4 | ωB97M-V with the def2-TZVPD basis set

Computed properties:
Spin multiplicity = 1
LUMO energy = 0.5 eV
HOMO = -6.8 eV

Each line ends with the Löwdin charge.
Element x y z (Å)
C: 2.99417 -0.17172 -0.15351  -0.04
C: 3.32134 1.19071 0.09679  -0.07
C: -0.58666 -0.92558 0.49752  -0.16
C: 1.60305 -0.27513 -0.03599  -0.24
C: 0.68567 -1.33114 0.23935  -0.30
C: 1.11250 1.01542 0.07243  -0.06
C: -2.68817 0.84513 -0.50343  -0.11
N: 2.07982 1.88928 0.27033  0.01
N: -0.80946 0.34246 0.92732  -0.01
N: 0.94386 -2.68873 0.18147  0.11
N: -1.98743 1.04873 0.74637  -0.14
H: 3.59015 -1.06386 -0.19865  0.09
H: 4.20563 1.79314 0.03777  0.08
H: -1.42884 -1.60850 0.33862  0.13
H: -3.77203 0.54850 -0.25403  0.10
H: -2.57615 1.88457 -1.08764  0.12
H: -2.05056 0.11858 -0.95217  0.04
H: 1.86547 2.89110 0.41586  0.15
H: 1.88469 -2.77756 -0.10032  0.06
H: 0.79400 -3.16040 1.07727  0.11
H: -1.78171 2.03448 1.10602  0.15

Of them, (i) has the highest stability.

(i)
H2NO5PS | ωB97M-V with the def2-TZVPD basis set

Computed properties:
Total charge = -2
Spin multiplicity = 1
LUMO energy = 6.8 eV
SMILES string = N[P@](=O)([O-])S(=O)(=O)[O-]
HOMO = -0.7 eV

Each line ends with the Löwdin charge.
Element x y z (Å)
N: -0.73707 1.57442 0.20170  -0.15
O: -0.88321 0.22723 -2.03173  -0.43
O: 1.85950 0.24646 -0.07676  -0.52
O: -2.20001 -0.76822 -0.01461  -0.44
O: 1.38476 -2.54161 -0.55812  -0.70
O: 0.96637 -0.96596 1.77463  -0.52
P: -1.01646 -0.03000 -0.56407  0.23
S: 0.94384 -0.83882 0.27419  0.53
H: 0.22160 1.67991 -0.20228  -0.01
H: -0.53932 1.41659 1.19704  0.00

(ii)
H2NO5PS | ωB97M-V with the def2-TZVPD basis set

Computed properties:
Total charge = -2
Spin multiplicity = 1
LUMO energy = 6.7 eV
SMILES string = N[P@](=O)([O-])S(=O)(=O)[O-]
HOMO = -0.5 eV

Each line ends with the Löwdin charge.
Element x y z (Å)
N: -0.44614 -0.51200 -0.02623  -0.12
O: 1.33506 -1.97534 -1.29590  -0.42
O: 3.60352 0.44588 -0.03978  -0.48
O: 1.19504 -2.20121 1.29852  -0.45
O: 1.64057 1.30766 1.20852  -0.50
O: 1.44280 1.16287 -1.22086  -0.50
P: 1.03957 -1.39796 0.03471  0.19
S: 2.12818 0.57595 0.00005  0.37
H: 0.02906 0.00208 -0.69105  -0.10
H: -0.39816 0.11640 0.76518  0.00

Of them, (ii) has the highest stability.

(i)
C34H39ClN4O2P2Ti | ωB97M-V with the def2-TZVPD basis set

Computed properties:
Spin multiplicity = 3
LUMO energy (spin up / spin down) = 0.0 / -0.2 eV
HOMO (spin up / spin down) = -6.6 / -8.5 eV

Each line ends with the Löwdin charge.
Element x y z (Å)
Ti: -0.07672 0.28424 0.11230  0.58
C: -2.08490 1.85781 -8.02050  -0.11
C: -2.16790 0.60416 -7.56546  -0.12
C: -1.39564 -0.58038 -8.06477  -0.19
C: 0.03116 -0.29670 -8.59265  -0.20
C: 0.88418 0.56516 -7.69975  -0.11
C: 0.95428 1.89982 -7.73792  -0.11
C: 0.22140 2.79837 -8.70119  -0.19
C: -1.19574 2.34578 -9.13019  -0.20
C: 1.72146 0.88445 1.04476  -0.27
H: -2.74334 2.63848 -7.61173  0.10
H: -2.92084 0.35629 -6.80996  0.09
H: -1.95638 -1.08398 -8.86924  0.12
H: -1.32875 -1.31266 -7.24711  0.10
H: 0.53459 -1.27168 -8.68062  0.11
H: -0.03042 0.11018 -9.60743  0.10
H: 1.51915 -0.00187 -7.00464  0.10
H: 1.65212 2.43196 -7.08211  0.10
H: 0.81412 2.93894 -9.62025  0.12
H: 0.14582 3.79427 -8.24220  0.11
H: -1.68694 3.22940 -9.56743  0.11
H: -1.11398 1.60976 -9.93805  0.10
H: 1.35915 1.61978 1.79386  0.01
H: 2.53356 1.35410 0.47580  -0.03
H: 2.11836 0.01784 1.60642  -0.01
P: 1.55372 -0.50534 -1.61083  0.98
P: -1.45555 -0.88074 -1.61835  0.96
N: 2.57057 0.78235 -2.25682  -0.23
N: 2.76347 -1.75390 -1.25708  -0.22
N: -2.20299 0.40969 -2.55187  -0.24
N: -2.90069 -1.81771 -1.37378  -0.24
C: 0.84240 -1.15678 -3.16045  -0.36
C: -0.54723 -1.78330 -2.91902  -0.35
C: 2.47508 2.11183 -1.83209  -0.16
C: 3.41569 2.86498 -2.51044  -0.09
C: 4.11078 1.98285 -3.40341  -0.09
C: 3.57329 0.71212 -3.22748  -0.13
C: 3.69008 -1.65313 -0.20885  -0.12
C: 4.42950 -2.82542 -0.14645  -0.09
C: 3.95896 -3.68686 -1.19047  -0.09
C: 2.94307 -3.00645 -1.85173  -0.14
C: -2.31703 1.72089 -2.07888  -0.13
C: -2.68442 2.53390 -3.13549  -0.08
C: -2.82712 1.70754 -4.29288  -0.07
C: -2.55309 0.40623 -3.89759  -0.16
C: -3.98223 -2.01668 -2.24267  -0.12
C: -4.87661 -2.88961 -1.63848  -0.08
C: -4.31106 -3.27111 -0.37099  -0.09
C: -3.10448 -2.60951 -0.23660  -0.13
H: 1.52515 -1.87645 -3.63617  0.07
H: 0.76542 -0.28807 -3.83564  0.09
H: -1.12376 -1.82292 -3.85446  0.07
H: -0.44894 -2.81725 -2.54497  0.10
H: 1.75469 2.39843 -1.07880  0.09
H: 3.58393 3.92297 -2.37464  0.09
H: 4.90392 2.26440 -4.07921  0.09
H: 3.81847 -0.22694 -3.70305  0.11
H: 3.70564 -0.77756 0.42025  0.09
H: 5.19882 -3.05352 0.57816  0.09
H: 4.30157 -4.68812 -1.40634  0.09
H: 2.31018 -3.32897 -2.66254  0.09
H: -2.16337 1.94256 -1.02828  0.09
H: -2.84146 3.60203 -3.08867  0.10
H: -3.09114 2.02488 -5.29298  0.07
H: -2.61461 -0.52083 -4.45460  0.09
H: -4.02439 -1.52478 -3.19908  0.08
H: -5.81828 -3.21440 -2.04702  0.09
H: -4.75063 -3.95218 0.33878  0.09
H: -2.35377 -2.62011 0.54044  0.10
Cl: -2.61275 0.57893 7.95426  0.70
C: -2.37687 0.38855 6.26981  -0.68
C: -1.74292 -0.76648 5.78213  -0.08
C: -1.46953 -0.88025 4.41881  0.01
C: -1.81802 0.17551 3.57639  -0.15
C: -2.50878 1.29658 4.03726  0.01
C: -2.79527 1.40154 5.39482  -0.09
C: -1.29139 0.19151 2.22609  -0.53
O: -0.60389 -0.80164 1.74009  -0.15
O: -1.36629 1.22639 1.45050  -0.12
H: -1.45790 -1.54874 6.47753  0.11
H: -0.96175 -1.74996 4.00654  0.13
H: -2.78796 2.07785 3.33418  0.13
H: -3.31976 2.27098 5.77805  0.11

(ii)
C34H39ClN4O2P2Ti | ωB97M-V with the def2-TZVPD basis set

Computed properties:
Spin multiplicity = 3
LUMO energy (spin up / spin down) = -0.2 / -1.7 eV
HOMO (spin up / spin down) = -7.8 / -7.8 eV

Each line ends with the Löwdin charge.
Element x y z (Å)
Ti: 0.27481 2.70050 -1.19483  1.07
C: -1.20487 2.04746 -2.60052  -0.18
C: -0.14134 1.12328 -2.38426  -0.27
C: 0.93897 0.91247 -3.44058  -0.17
C: 1.73905 2.19865 -3.79127  -0.15
C: 1.67967 3.20894 -2.65923  -0.23
C: 0.67797 4.22350 -2.53494  -0.24
C: -0.56435 4.35806 -3.40943  -0.18
C: -1.23021 3.02052 -3.76295  -0.18
C: 1.90092 3.01593 0.20706  -0.18
H: -2.19495 1.79708 -2.18836  0.10
H: -0.36542 0.25062 -1.76361  0.10
H: 0.51254 0.49667 -4.37331  0.12
H: 1.62783 0.12595 -3.09735  0.09
H: 2.79033 1.90697 -3.98622  0.12
H: 1.37243 2.62864 -4.74781  0.12
H: 2.64135 3.47914 -2.18685  0.11
H: 1.08050 5.18108 -2.16219  0.13
H: -0.31585 4.87114 -4.35401  0.12
H: -1.32684 4.99833 -2.92568  0.12
H: -2.29443 3.20787 -3.98485  0.12
H: -0.84439 2.60055 -4.71294  0.12
H: 1.35196 3.43802 1.07518  0.00
H: 2.72558 3.71161 0.00161  0.01
H: 2.32004 2.07692 0.58242  -0.02
P: 1.69238 -1.44147 0.02783  1.03
P: -1.47642 -1.53624 0.81787  1.16
N: 2.95735 -1.04570 -1.11783  -0.26
N: 2.70733 -2.28405 1.13210  -0.27
N: -2.80568 -0.23674 0.08395  -0.12
N: -2.71791 -2.64211 1.28165  -0.29
C: 0.67865 -2.62857 -0.91677  -0.36
C: -0.85521 -2.59889 -0.55870  -0.39
C: 3.71105 0.13253 -0.88800  -0.15
C: 5.02064 -0.07098 -1.26742  -0.08
C: 5.09043 -1.37634 -1.87309  -0.08
C: 3.83213 -1.94583 -1.76157  -0.15
C: 3.16919 -1.64564 2.29465  -0.14
C: 4.01495 -2.50656 2.95445  -0.09
C: 4.12892 -3.69370 2.16470  -0.09
C: 3.33646 -3.52271 1.03958  -0.14
C: -3.03276 1.13393 0.22957  -0.17
C: -4.10445 1.54386 -0.56041  -0.12
C: -4.54466 0.39243 -1.26967  -0.11
C: -3.68675 -0.65219 -0.90245  -0.18
C: -3.46494 -3.44278 0.39440  -0.18
C: -4.65119 -3.82605 0.98974  -0.08
C: -4.65233 -3.27250 2.31337  -0.08
C: -3.48077 -2.54539 2.46228  -0.12
H: 1.11587 -3.62824 -0.73419  0.07
H: 0.79887 -2.42554 -1.99921  0.09
H: -1.42095 -2.24651 -1.43561  0.07
H: -1.13900 -3.65102 -0.38360  0.07
H: 3.25128 1.02440 -0.50024  0.06
H: 5.84686 0.62009 -1.10647  0.10
H: 5.98596 -1.81237 -2.32056  0.10
H: 3.46259 -2.89732 -2.10971  0.10
H: 2.84881 -0.64397 2.50295  0.10
H: 4.50635 -2.29349 3.88268  0.09
H: 4.73890 -4.54864 2.38310  0.09
H: 3.17686 -4.15243 0.18209  0.09
H: -2.43315 1.79327 0.83561  0.08
H: -4.43616 2.57881 -0.64009  0.10
H: -5.35072 0.32849 -1.99343  0.09
H: -3.66212 -1.64766 -1.32301  0.08
H: -3.07080 -3.71637 -0.57369  0.09
H: -5.41590 -4.41998 0.49506  0.10
H: -5.43149 -3.40886 3.05520  0.09
H: -3.09822 -2.00085 3.31094  0.10
Cl: -1.75193 -0.95391 7.14394  0.68
C: -1.39358 -0.20192 5.64817  -0.70
C: -0.59167 -0.85848 4.70117  -0.11
C: -0.31329 -0.24137 3.46248  -0.09
C: -0.81650 1.03412 3.16270  -0.13
C: -1.63595 1.65590 4.11661  -0.02
C: -1.92919 1.05866 5.34829  -0.09
C: -0.49963 1.84597 1.87713  -0.59
O: -0.16541 1.29090 0.72883  -0.22
O: -0.63794 3.08057 1.99632  -0.02
H: -0.20730 -1.85210 4.93807  0.10
H: 0.27322 -0.77415 2.70675  0.04
H: -2.05573 2.63640 3.89551  0.12
H: -2.56665 1.55941 6.07088  0.10

Of them, (i) has the highest stability.

(i)
C7H11N | ωB97M-V with the def2-TZVPD basis set

Computed properties:
Spin multiplicity = 1
LUMO energy = 0.8 eV
HOMO = -9.1 eV

Each line ends with the Löwdin charge.
Element x y z (Å)
C: -2.64487 -0.79060 0.43254  -0.09
C: -2.11654 0.20681 -0.24777  -0.28
C: -0.68758 0.49854 -0.54019  -0.30
C: 0.21022 1.60851 0.20120  -0.15
C: 1.61904 0.94521 0.40819  -0.22
C: 1.59291 -1.61071 -0.07377  -0.06
C: 0.33088 -0.73071 -0.10907  -0.25
H: -3.84254 -0.94417 0.31520  0.09
H: -1.85868 -1.26390 1.58276  0.20
H: -2.93717 0.85231 -1.42255  0.21
H: -0.52386 0.40535 -1.68766  0.15
H: 0.20724 2.65750 -0.24589  0.11
H: -0.34841 1.64411 1.34384  0.17
H: 1.38664 0.17616 1.47218  0.15
H: 2.44519 1.84393 0.44969  0.14
H: 1.76561 -2.05208 0.98480  0.14
H: 1.91313 -2.01594 -0.95232  0.06
H: 0.31369 -0.51619 1.09701  0.07
N: 1.66497 -0.22134 -0.48053  -0.13

(ii)
C7H11N | ωB97M-V with the def2-TZVPD basis set

Computed properties:
Spin multiplicity = 1
LUMO energy = 1.1 eV
SMILES string = C1C[C@@H]2[C@@H]3NC[C@@H]1[C@H]23
HOMO = -8.3 eV

Each line ends with the Löwdin charge.
Element x y z (Å)
C: -0.21761 1.50392 -1.20923  -0.11
C: 1.28092 1.21085 -0.81001  -0.14
C: 1.36560 0.36903 0.57010  -0.11
C: 0.53088 -1.01009 0.92533  -0.18
C: -1.61632 -0.90414 -0.23435  -0.13
C: -0.69590 0.31662 -0.41498  -0.29
C: -0.04562 0.39673 1.03004  -0.21
H: -0.45175 2.43143 -0.67132  0.11
H: -0.43368 1.49211 -2.28048  0.12
H: 1.77227 0.63509 -1.58253  0.10
H: 1.89068 2.06704 -0.60630  0.09
H: 2.19109 0.56884 1.30392  0.13
H: 0.80034 -1.46643 1.86918  0.12
H: -0.91573 -2.40708 0.96178  0.08
H: -2.09904 -1.33635 -1.16139  0.12
H: -2.46785 -0.94569 0.41153  0.08
H: -0.03100 -0.31296 -0.97399  0.10
H: -0.46035 1.00276 1.92479  0.17
N: -0.48667 -1.86089 0.23764  -0.04

Of them, (ii) has the highest stability.

(i)
C4H5N2 | ωB97M-V with the def2-TZVPD basis set

Computed properties:
Total charge = +1
Spin multiplicity = 1
LUMO energy = -5.3 eV
SMILES string = C=[NH+]/C=C1C=N\1
HOMO = -14.0 eV

Each line ends with the Löwdin charge.
Element x y z (Å)
C: -1.42105 0.10639 -0.00190  -0.17
C: 2.11392 -0.45126 0.01869  0.19
C: -0.21673 0.73841 -0.00103  -0.04
C: -2.41106 -0.88250 -0.01298  0.08
N: -2.80020 0.34511 0.01728  0.26
N: 1.18795 0.47333 -0.01077  0.03
H: 1.86298 -1.50181 0.04242  0.11
H: 3.14753 -0.15189 0.02373  0.11
H: -0.34236 1.81563 0.00108  0.12
H: -2.73940 -1.89418 -0.03467  0.13
H: 1.61843 1.40276 -0.04184  0.17

(ii)
C4H5N2 | ωB97M-V with the def2-TZVPD basis set

Computed properties:
Total charge = +1
Spin multiplicity = 1
LUMO energy = -6.5 eV
HOMO = -16.9 eV

Each line ends with the Löwdin charge.
Element x y z (Å)
C: 1.74304 -0.84174 0.28583  -0.20
C: -0.15810 -0.34952 -0.14563  -0.29
C: 0.74398 0.81378 0.28928  0.23
C: -1.49096 -0.29636 -0.42221  0.01
N: 0.61672 -1.40860 -0.05260  0.23
N: 2.51652 -0.04541 0.64146  0.33
H: 1.12123 1.53463 -0.30796  0.09
H: 0.53471 1.28673 1.26512  0.16
H: -1.70198 0.15134 -1.43331  0.16
H: -1.80031 0.45724 0.24998  0.10
H: -2.12485 -1.30210 -0.36998  0.19

(iii)
C4H5N2 | ωB97M-V with the def2-TZVPD basis set

Computed properties:
Total charge = +1
Spin multiplicity = 1
LUMO energy = -5.6 eV
HOMO = -14.7 eV

Each line ends with the Löwdin charge.
Element x y z (Å)
C: 1.64221 0.26453 -0.03485  -0.28
C: 2.86823 -0.23975 -0.15791  0.33
C: -0.51284 0.20016 0.02519  -0.23
C: 0.60757 -0.88174 0.04198  -0.05
N: 0.39338 1.19191 0.03924  0.17
N: -1.82824 0.14378 -0.08117  0.27
H: 0.72336 -1.68115 -0.71494  0.14
H: 0.58199 -1.36649 1.06866  0.16
H: 0.34034 2.27500 -0.04164  0.22
H: -2.24058 -0.71739 -0.07218  0.11
H: -2.57544 0.81115 -0.07236  0.15

Of them, (i) has the highest stability.